# 1
# C4H6O2

A 2-piece molecular cluster, C4H6O2 overall (ωB97M-V/def2-TZVPD, the Open Molecules 2025 dataset).

Frontier orbital gap in Ha: 0.3233
Highest occupied orbital energy in eV: -8.520
ΔE to the lowest compared entry with this formula, charge and spin in kcal per mole: 150.8

```
! wB97M-V def2-TZVPD RIJCOSX def2/J DEFGRID3
* xyz 0 1
O -1.329 -1.586 -0.546
C -1.705 -0.587 0.058
C -0.859 0.483 0.510
C 0.524 0.421 0.143
C 1.304 -0.083 -0.961
O 1.383 1.281 -0.453
H -2.778 -0.461 0.314
H 0.372 0.031 1.391
H -1.242 1.386 0.972
H 1.340 -0.007 1.270
H 2.188 -0.688 -0.779
H 0.803 -0.189 -1.918
*
```

---

# 2
# C3H9BS

A 2-piece molecular cluster, C3H9BS overall in a non-equilibrium geometry (ωB97M-V/def2-TZVPD, the Open Molecules 2025 dataset).

Frontier orbital gap (spin up / spin down) in Ha: 0.3230 / 0.2368
Highest occupied orbital energy (spin up / spin down) in eV: -8.894 / -7.944
ΔE to the lowest compared entry with this formula, charge and spin in kcal per mole: 59.7

```
! wB97M-V def2-TZVPD RIJCOSX def2/J DEFGRID3
* xyz 0 1
B 2.550 -0.521 0.820
C -0.904 -0.978 -0.844
C -1.142 1.177 0.496
C -0.782 0.486 -0.754
S 2.181 0.545 -0.472
H 1.699 -1.089 1.398
H 3.678 -0.659 1.114
H -0.448 -1.457 0.025
H -1.961 -1.270 -0.839
H -0.448 -1.367 -1.750
H -0.861 0.586 1.366
H -2.228 1.322 0.538
H -0.680 2.159 0.555
H -0.654 1.065 -1.653
*
```

---

# 3
# C4H5NO

C4H5NO as an isolated structure in a non-equilibrium geometry (ωB97M-V/def2-TZVPD, the Open Molecules 2025 dataset).

Frontier orbital gap (spin up / spin down) in Ha: 0.3172 / 0.3543
Highest occupied orbital energy (spin up / spin down) in eV: -7.535 / -10.345
ΔE to the lowest compared entry with this formula, charge and spin in kcal per mole: 32.6

```
! wB97M-V def2-TZVPD RIJCOSX def2/J DEFGRID3
* xyz 0 3
C 0.722 -0.203 -0.649
C -0.468 0.250 -1.058
C 0.457 -0.069 0.776
C -0.929 0.522 0.275
N -1.151 2.207 0.673
O -0.787 2.961 -0.164
H 1.540 -0.563 -1.101
H -0.892 0.391 -2.084
H 0.142 -0.923 1.247
H 0.897 0.658 1.354
H -1.842 0.219 0.578
*
```

---

# 4
# C34H88F3N6O8S

A 7-piece molecular cluster, C34H88F3N6O8S overall in a non-equilibrium geometry (ωB97M-V/def2-TZVPD, the Open Molecules 2025 dataset).

Frontier orbital gap in Ha: 0.3796
Highest occupied orbital energy in eV: -19.715
ΔE to the lowest compared entry with this formula, charge and spin in kcal per mole: 0.0

```
! wB97M-V def2-TZVPD RIJCOSX def2/J DEFGRID3
* xyz 5 1
C 2.458 21.179 -6.684
F 3.616 20.489 -6.470
F 2.043 21.616 -5.499
F 2.756 22.172 -7.494
S 1.064 20.155 -7.467
O 0.526 19.330 -6.397
O 0.226 21.203 -8.015
O 1.674 19.327 -8.497
C -2.550 24.216 -10.146
N -2.540 22.749 -10.545
C -1.189 22.462 -11.089
C -2.875 21.944 -9.347
C -3.600 22.590 -11.620
C -3.688 21.312 -12.456
O -4.044 20.145 -11.746
H -1.875 24.323 -9.302
H -3.536 24.488 -9.771
H -2.326 24.793 -11.037
H -0.848 23.052 -11.938
H -1.191 21.437 -11.457
H -0.452 22.550 -10.292
H -3.901 22.062 -9.008
H -2.174 22.142 -8.539
H -2.773 20.907 -9.673
H -3.411 23.432 -12.290
H -4.613 22.827 -11.287
H -2.757 21.142 -13.003
H -4.418 21.477 -13.250
H -4.898 19.742 -11.924
C 3.114 14.876 -5.479
N 2.522 15.975 -6.309
C 3.351 17.227 -6.008
C 2.828 15.709 -7.749
C 1.047 16.276 -6.084
C 0.190 14.998 -6.130
O 0.275 14.254 -7.338
H 2.427 14.038 -5.375
H 3.058 15.220 -4.439
H 4.164 14.713 -5.685
H 3.156 17.517 -4.977
H 2.985 18.028 -6.645
H 4.414 17.029 -6.106
H 2.544 16.544 -8.393
H 2.359 14.791 -8.092
H 3.908 15.637 -7.875
H 0.745 16.982 -6.851
H 0.994 16.685 -5.079
H -0.793 15.496 -6.175
H 0.113 14.435 -5.199
H -0.530 13.720 -7.342
C 6.109 21.410 -4.190
N 5.948 22.274 -2.976
C 6.216 21.395 -1.794
C 6.991 23.356 -3.036
C 4.497 22.767 -2.930
C 4.207 23.701 -1.787
O 4.701 24.976 -2.155
H 5.341 20.644 -4.289
H 7.013 20.798 -4.199
H 6.181 22.100 -5.029
H 6.131 21.939 -0.857
H 7.191 20.918 -1.840
H 5.452 20.617 -1.792
H 6.936 23.911 -2.099
H 6.718 24.052 -3.823
H 8.011 22.980 -3.062
H 3.820 21.915 -2.931
H 4.361 23.289 -3.877
H 4.565 23.406 -0.797
H 3.112 23.755 -1.703
H 4.560 25.585 -1.418
C -2.041 17.141 -10.378
N -1.504 17.153 -11.788
C -0.706 18.380 -12.027
C -0.612 15.952 -11.962
C -2.663 17.091 -12.756
C -2.383 17.371 -14.210
O -1.624 16.335 -14.789
H -2.719 16.302 -10.252
H -2.613 18.066 -10.307
H -1.154 17.103 -9.751
H -1.362 19.243 -11.977
H -0.255 18.329 -13.019
H 0.159 18.395 -11.363
H 0.292 16.031 -11.366
H -0.360 15.955 -13.023
H -1.191 15.054 -11.766
H -3.436 17.775 -12.406
H -3.136 16.108 -12.718
H -1.892 18.330 -14.392
H -3.356 17.470 -14.699
H -2.058 15.885 -15.522
C 5.616 20.173 -10.029
N 6.301 18.889 -9.576
C 7.771 19.082 -9.232
C 5.557 18.443 -8.334
C 6.217 17.789 -10.613
C 7.039 17.924 -11.902
O 6.735 19.160 -12.484
H 5.798 20.925 -9.261
H 4.557 19.936 -10.077
H 6.090 20.548 -10.926
H 8.132 18.153 -8.793
H 7.911 19.903 -8.537
H 8.271 19.225 -10.184
H 5.644 19.249 -7.611
H 6.132 17.605 -7.940
H 4.564 18.194 -8.697
H 5.156 17.824 -10.876
H 6.374 16.818 -10.143
H 6.665 17.087 -12.507
H 8.111 17.755 -11.776
H 7.414 19.422 -13.118
C -1.375 23.407 -4.783
C -2.019 22.040 -5.103
C -2.249 21.178 -3.879
N -3.037 19.913 -4.227
C -2.275 18.912 -5.047
C -3.398 19.174 -2.932
C -4.786 18.667 -3.102
C -5.489 19.773 -3.872
C -4.406 20.242 -4.861
H -0.382 23.277 -4.354
H -2.000 24.063 -4.184
H -1.210 23.869 -5.757
H -1.369 21.591 -5.859
H -2.981 22.188 -5.596
H -2.839 21.699 -3.128
H -1.288 20.906 -3.440
H -1.875 19.500 -5.874
H -2.799 17.966 -5.110
H -1.315 18.700 -4.568
H -2.679 18.402 -2.666
H -3.400 19.861 -2.082
H -4.815 17.693 -3.601
H -5.231 18.499 -2.120
H -6.339 19.349 -4.400
H -5.713 20.534 -3.129
H -4.453 19.816 -5.859
H -4.647 21.301 -4.933
*
```

---

# 5
# C4H7NOS2

One molecule with the formula C4H7NOS2 in a non-equilibrium geometry (ωB97M-V/def2-TZVPD, the Open Molecules 2025 dataset).

SMILES: OC[C@H]1CC(=S)NS1
Frontier orbital gap in Ha: 0.3285
Highest occupied orbital energy in eV: -8.635
ΔE to the lowest compared entry with this formula, charge and spin in kcal per mole: 19.0

```
! wB97M-V def2-TZVPD RIJCOSX def2/J DEFGRID3
* xyz 0 1
C -1.176 -0.852 -0.516
C -0.560 0.000 0.590
C 0.847 -0.308 0.995
C 1.788 0.366 0.027
H -2.663 0.439 -0.881
H -1.181 -1.901 -0.266
H -0.598 -0.750 -1.437
H -1.232 0.034 1.436
H 1.016 -1.387 1.076
H 1.075 0.087 1.995
H 1.303 1.750 -1.467
N 1.142 1.460 -0.499
O -2.545 -0.505 -0.636
S 3.248 -0.169 -0.435
S -0.463 1.733 0.019
*
```

---

# 6
# C16H19ClF4I2NO15P

A 5-piece molecular cluster, C16H19ClF4I2NO15P overall in a non-equilibrium geometry (ωB97M-V/def2-TZVPD, the Open Molecules 2025 dataset).

Frontier orbital gap in Ha: 0.2995
Highest occupied orbital energy in eV: -8.264

```
! wB97M-V def2-TZVPD RIJCOSX def2/J DEFGRID3
* xyz 0 1
C 2.150 0.787 3.268
C 2.269 1.410 1.795
I 3.541 0.155 0.483
C 0.850 1.819 1.108
I 0.680 1.153 -1.003
N -0.356 1.564 1.930
C -1.358 2.640 1.876
O -1.975 2.968 0.846
O -1.558 3.355 3.101
P -1.028 -0.053 1.937
O -2.122 -0.138 0.580
Cl 0.404 -1.556 1.495
H 3.089 1.147 3.840
H 2.255 -0.362 3.257
H 1.262 1.151 3.878
H 2.899 2.370 1.916
H 0.906 2.968 0.988
H -1.882 2.727 3.802
H -2.049 -1.048 0.215
C -1.104 4.625 6.922
C -1.409 3.165 6.822
O -0.697 2.609 7.908
C -0.646 3.593 8.850
O -0.363 3.411 9.996
O -0.967 4.810 8.324
F -0.917 2.642 5.673
H -0.167 4.896 6.427
H -1.905 5.247 6.520
H -2.470 2.921 6.914
C -5.574 -0.594 3.540
C -5.935 0.667 2.822
O -5.434 1.677 3.676
C -4.370 1.118 4.313
O -3.536 1.744 4.905
O -4.361 -0.236 4.189
F -7.278 0.807 2.730
H -6.317 -0.880 4.290
H -5.422 -1.433 2.859
H -5.483 0.766 1.831
C 1.423 -0.845 -5.525
C 1.122 -2.308 -5.618
O 1.829 -2.853 -4.524
C 1.871 -1.862 -3.588
O 2.147 -2.036 -2.439
O 1.551 -0.650 -4.123
F 1.622 -2.836 -6.761
H 2.361 -0.576 -6.017
H 0.622 -0.229 -5.936
H 0.060 -2.555 -5.530
C 3.575 -5.077 -10.192
C 4.263 -5.570 -8.959
O 5.249 -4.587 -8.724
C 4.738 -3.430 -9.231
O 5.163 -2.342 -8.981
O 3.676 -3.667 -10.053
F 4.879 -6.755 -9.186
H 4.082 -5.388 -11.110
H 2.532 -5.393 -10.243
H 3.612 -5.654 -8.084
*
```